Entry 1:
89
Properties=species:S:1:pos:R:3:lowdin_spin:R:1 method="wB97M-V/def2-TZVPD" e_lumo_ev="-5.783 / -7.660" multiplicity=2 s2=0.753 homo_energy_ev="-13.291 / -13.412" total_charge=+2 homo_lumo_gap_ha="0.2759 / 0.2114"
C -1.48651 -2.34057 -2.05508 0.001
Si 2.18072 1.05603 -2.71674 0.266
H 2.56007 1.07317 4.10463 0.000
H -4.63250 -1.14283 3.40860 0.000
H 2.75577 1.53353 1.47882 0.000
H 2.37728 3.25600 -3.89096 0.001
C -0.62793 3.82075 -3.47762 0.000
H -4.90576 -2.59660 4.37429 0.000
S -1.22098 1.53333 1.80988 0.022
H 3.53045 3.04903 2.00027 0.001
H 0.47136 5.43885 0.63918 0.000
H 1.72590 -3.44893 1.43945 0.000
H 3.60466 -3.45149 -1.84856 0.000
H -5.16542 -2.67858 1.40565 0.000
C -4.14813 -2.01012 3.85546 0.000
H -3.41896 -1.66685 4.58766 0.000
H -4.08968 -4.03395 1.02021 0.000
C -2.47980 1.40366 -2.91409 -0.002
H 4.00259 2.29154 0.49926 0.000
C -0.09421 -3.73574 0.27863 0.000
H 3.89194 -0.66485 -2.36597 0.009
C -0.14110 1.15790 3.11903 0.002
C -2.40066 3.76725 -0.92750 0.016
C -2.56873 -2.06995 2.00265 0.001
H -0.68737 -3.40688 -3.78138 0.000
H -1.90540 0.80069 -3.61819 0.000
Si -1.43631 2.75875 -2.17041 0.027
H -1.87573 4.68563 -0.66198 0.000
C 0.66208 -3.62711 1.59713 0.000
H 4.12219 0.70159 -1.27586 0.000
C -2.68236 -4.02960 3.43790 0.000
H 1.51605 -0.40689 5.71405 0.000
H 3.87733 2.82927 -3.04102 0.000
C 3.37220 0.04508 -1.71636 0.048
H 3.14240 -2.50453 -0.43965 0.000
H -2.23290 -4.67909 2.68676 0.000
Pt -0.39142 -0.09858 0.33384 0.034
H -2.33413 -2.41434 -1.36891 0.000
H -2.41880 -3.56421 -3.56138 0.000
H -0.05667 3.21824 -4.18471 0.000
H -2.59250 3.20931 -0.01094 0.000
N -1.84801 -1.41780 1.39371 0.001
C 0.80635 4.58941 1.23670 0.036
C 1.59074 -2.68887 -1.97551 0.004
H 0.03784 4.56767 -3.04331 0.000
C 3.03472 2.43702 -3.60503 0.036
H -1.59589 -1.38590 -2.57118 0.000
C 0.87901 0.37262 5.30606 0.000
N 0.76124 1.98786 3.58068 0.001
C -1.46917 -3.51010 -3.02965 0.000
H 1.41861 5.00643 2.04420 0.005
C 1.67140 1.46792 4.60512 0.000
H -3.35432 -4.63113 4.04872 0.000
H 2.87820 -0.50218 -0.91344 0.002
H 1.96740 2.26252 5.28669 0.000
H 0.25014 -0.42378 -3.34330 0.002
H 0.90983 2.87656 3.12121 0.000
H 0.46788 0.91747 -4.47154 0.000
Ge 0.38543 1.79051 -0.89460 0.296
H -1.89476 -3.63670 4.08114 0.000
H 1.86923 -1.84392 -2.59887 0.000
C 2.72775 4.61452 -1.03896 0.000
C 0.99115 0.18605 -3.85539 0.072
H -0.07722 4.12631 1.66051 0.000
H -3.33432 1.81441 -3.45490 0.000
H 0.24097 0.77419 6.09144 0.000
H -1.16201 -3.88311 0.43613 0.000
H 2.02184 5.16291 -1.66336 0.000
S -0.20793 -0.31704 4.01005 0.001
H 3.27230 5.35632 -0.44847 0.000
H 1.20701 -3.46829 -2.63399 0.000
H -1.38733 4.35635 -4.05162 0.000
H -2.86652 0.74921 -2.13052 0.000
H 1.56691 -0.46042 -4.52588 0.013
H 0.26873 -4.57411 -0.31984 0.000
H 3.45029 4.12136 -1.68343 0.000
H 0.27476 -2.81007 2.20631 0.000
H -1.32646 -4.46517 -2.52159 0.000
H -3.36923 4.04909 -1.34613 0.003
H 3.43481 2.00253 -4.52748 0.008
C 3.14371 2.49621 1.14069 0.004
H 0.56712 -4.55105 2.16803 0.000
H 2.52611 -4.14090 -0.65326 0.000
C -3.49484 -2.89987 2.79136 0.000
C 2.77785 -3.21982 -1.17746 0.000
C -4.54992 -3.46992 1.83156 0.000
As 0.06553 -2.17249 -0.87417 0.008
Si 1.86983 3.47416 0.15542 0.081
H -5.19578 -4.14490 2.39115 0.000


Entry 2:
51
Properties=species:S:1:pos:R:3:mulliken_charge:R:1 method="wB97M-V/def2-TZVPD" e_lumo_ev=-3.863 multiplicity=1 homo_energy_ev=-10.335 total_charge=+1 homo_lumo_gap_ha=0.2378
C -1.42870 -0.79740 0.96430 0.719
C 0.58472 -0.95140 -0.47301 0.644
H 1.76454 -3.74690 -1.98459 0.448
C 1.48981 2.51252 0.04389 0.301
C 1.42731 -1.76453 -1.24824 -0.354
H -1.91188 2.26664 2.31214 0.590
C 1.12255 -3.08920 -1.41726 -1.088
O 4.65983 7.08056 -0.58716 -0.457
C 4.32017 8.30316 0.05340 -0.847
C -3.49355 -6.02558 0.62394 0.899
H 4.31621 8.18910 1.13924 0.347
H 2.32713 -1.35352 -1.68774 0.435
C -0.05389 -3.59651 -0.86190 -0.525
C 1.95023 4.87835 0.52084 -0.842
H -4.09680 -1.40631 2.75785 0.435
C -0.56765 -1.53693 0.07631 -0.088
C -2.08229 1.22066 2.09458 -0.353
H 5.12831 4.85255 -1.65334 0.427
Cl -3.31317 -7.27081 -3.62911 -0.160
C 3.47332 3.70433 -0.91044 -0.421
C 2.70510 6.03151 0.39249 -0.392
C 0.79615 0.42435 -0.17036 -0.207
Cl -4.49644 -9.20119 -1.49897 -0.146
H 5.08969 9.01266 -0.23291 0.244
Cl -3.61314 -5.33053 2.23092 -0.180
Pd -2.58855 -3.47592 0.71405 0.132
C -0.04669 1.15961 0.63482 0.449
C -3.99481 -7.26995 0.30281 -0.304
C 2.31829 3.70251 -0.12349 0.403
N 0.38867 2.44523 0.76243 -0.782
H -0.33220 -4.62942 -0.99210 0.764
C -2.87181 -5.53981 -1.60388 1.014
H 3.79884 2.81215 -1.43279 0.252
H -3.84651 1.00859 3.29113 0.432
C 3.85551 6.01923 -0.39489 0.925
N -2.45834 -1.47155 1.53088 -0.503
Cl -2.33765 -4.44164 -2.82647 -0.137
Cl -4.70497 -8.26011 1.50285 -0.163
N 1.77992 1.30561 -0.54166 -0.125
C -2.90119 -5.16485 -0.27059 -0.727
H 3.34721 8.66570 -0.28418 0.349
C -1.19105 0.55187 1.24042 0.421
H 2.39246 6.92840 0.90567 0.412
C -3.28632 -0.82905 2.33151 -0.154
H 1.05720 4.88210 1.13063 0.464
H 2.57137 1.12113 -1.13199 0.171
C -3.35798 -6.79805 -1.98257 -0.027
C -3.90060 -7.66668 -1.03176 0.593
C -3.13673 0.53002 2.63228 -0.817
C 4.23345 4.84261 -1.04652 -0.856
N -0.88505 -2.83331 -0.17147 -0.618


Values for energy above the lowest of the compared OMol25 structures with the same formula, charge and spin, eV, ordered as above
0.711 0.000
Values for F_max, eV/Å, ordered as above
0.953 0.438
Values for energy, Eh, ordered as above
-7115.94233 -3722.14865